No. 1
{"formula": "C21H38N5OP", "method": "ωB97M-V with the def2-TZVPD basis set", "species": ["C", "C", "C", "C", "C", "C", "C", "C", "C", "N", "C", "C", "C", "C", "C", "C", "N", "H", "H", "H", "H", "H", "H", "H", "H", "H", "H", "H", "H", "H", "H", "H", "H", "H", "H", "H", "H", "O", "P", "N", "C", "C", "N", "C", "C", "N", "C", "C", "H", "H", "H", "H", "H", "H", "H", "H", "H", "H", "H", "H", "H", "H", "H", "H", "H", "H"], "xyz": [[0.97, -4.35, -2.63], [2.06, -4.08, -3.68], [3.11, -3.03, -3.22], [3.20, -1.84, -4.20], [3.73, -0.53, -3.57], [2.59, 0.52, -3.40], [1.76, 0.17, -2.15], [0.30, -0.12, -2.40], [-0.53, -0.33, -1.25], [-1.82, -0.62, -1.26], [-2.25, -0.73, -2.56], [-3.61, -1.08, -2.76], [-4.15, -1.23, -4.01], [-3.36, -1.01, -5.16], [-2.05, -0.66, -4.99], [-1.47, -0.52, -3.71], [-0.15, -0.21, -3.62], [1.32, -4.19, -1.61], [0.11, -3.68, -2.77], [0.58, -5.37, -2.71], [1.57, -3.74, -4.60], [2.55, -5.02, -3.91], [2.90, -2.71, -2.20], [4.07, -3.55, -3.19], [2.23, -1.72, -4.69], [3.92, -2.14, -4.97], [4.46, -0.10, -4.25], [4.15, -0.72, -2.58], [2.02, 0.50, -4.33], [3.09, 1.48, -3.33], [2.18, -0.73, -1.69], [1.87, 0.96, -1.40], [-0.04, -0.23, -0.29], [-4.27, -1.25, -1.91], [-5.19, -1.53, -4.10], [-3.73, -1.12, -6.17], [-1.41, -0.49, -5.85], [1.44, 1.33, 3.90], [0.15, 1.98, 4.34], [-0.63, 0.62, 5.09], [-1.16, -0.48, 4.31], [0.15, 0.11, 6.22], [-0.43, 2.43, 2.78], [-1.55, 1.80, 2.11], [0.59, 2.84, 1.82], [-0.95, 3.07, 5.06], [-2.06, 2.76, 5.95], [-0.83, 4.48, 4.73], [-1.50, -1.27, 4.97], [-0.43, -0.90, 3.61], [-2.05, -0.17, 3.76], [0.50, 0.93, 6.85], [1.03, -0.46, 5.89], [-0.47, -0.53, 6.84], [-1.30, 0.79, 1.76], [-1.85, 2.38, 1.23], [-2.43, 1.77, 2.74], [1.06, 1.98, 1.32], [1.37, 3.42, 2.31], [0.14, 3.49, 1.06], [-2.84, 2.20, 5.42], [-2.51, 3.68, 6.32], [-1.75, 2.19, 6.82], [-1.64, 4.79, 4.07], [0.11, 4.69, 4.23], [-0.85, 5.10, 5.63]], "homo_energy_ev": -8.15, "spin_multiplicity": 1, "lumo_energy_ev": 0.00, "total_charge": 0, "orbital_gap_ev": 8.1477}


No. 2
{"formula": "C16H11DyN3O4", "method": "ωB97M-V with the def2-TZVPD basis set", "species": ["Dy", "O", "C", "C", "O", "C", "O", "C", "O", "C", "H", "H", "C", "H", "H", "N", "C", "C", "C", "C", "C", "C", "C", "N", "C", "C", "N", "C", "H", "H", "H", "H", "H", "H", "H"], "xyz": [[-0.55, 0.34, -1.99], [-0.01, 3.97, -2.07], [-0.20, 2.86, -1.83], [-0.76, -1.96, -2.81], [-0.83, -3.10, -2.77], [2.07, 0.00, -2.49], [3.18, -0.18, -2.72], [-3.04, -0.23, -2.46], [-4.06, -0.57, -2.88], [0.08, 0.90, -6.91], [-0.83, 1.48, -7.14], [1.02, 1.44, -6.76], [0.04, -0.41, -6.76], [0.95, -0.99, -6.59], [-0.92, -0.95, -6.80], [-0.42, 1.97, 7.87], [-0.33, 1.40, 6.85], [-0.25, 0.78, 5.59], [-1.04, 1.29, 4.55], [-0.80, 0.93, 3.22], [0.16, -0.05, 3.00], [1.05, -0.49, 4.00], [0.74, -0.20, 5.33], [0.25, -0.70, 1.75], [1.05, -1.82, 1.42], [1.04, -1.94, 0.07], [0.12, -1.00, -0.43], [-0.32, -0.26, 0.61], [-1.85, 1.98, 4.76], [-1.31, 1.42, 2.39], [1.95, -1.05, 3.67], [1.31, -0.71, 6.11], [1.59, -2.37, 2.18], [1.76, -2.47, -0.57], [-0.86, 0.71, 0.60]], "homo_energy_ev": [-17.13, -17.13], "spin_multiplicity": 6, "lumo_energy_ev": [-13.39, -13.25], "total_charge": 3, "orbital_gap_ev": [3.7406, 3.8876]}


No. 3
{"formula": "C42H33CoN3O3P2S3", "method": "ωB97M-V with the def2-TZVPD basis set", "species": ["Co", "C", "O", "C", "C", "C", "C", "C", "C", "N", "N", "C", "C", "O", "C", "C", "C", "C", "C", "C", "C", "C", "H", "H", "H", "H", "H", "H", "H", "H", "H", "H", "H", "H", "H", "S", "P", "C", "P", "S", "C", "C", "C", "C", "C", "C", "C", "C", "C", "C", "C", "C", "C", "C", "C", "C", "C", "C", "C", "C", "C", "C", "C", "C", "H", "H", "H", "H", "H", "H", "H", "H", "H", "H", "H", "H", "H", "H", "H", "H", "H", "H", "H", "H", "O", "S", "N"], "xyz": [[0.01, -0.29, 0.34], [2.81, 1.62, 0.68], [1.85, 0.76, 1.27], [1.79, 0.68, 2.61], [2.80, 1.13, 3.45], [2.68, 1.00, 4.83], [1.54, 0.41, 5.37], [0.53, -0.03, 4.53], [0.62, 0.11, 3.15], [-0.41, -0.30, 2.25], [-1.45, -0.69, 2.85], [-2.56, -1.15, 2.22], [-2.77, -1.22, 0.80], [-1.95, -0.88, -0.07], [-4.07, -1.71, 0.35], [-5.03, -2.10, 1.20], [-4.84, -2.05, 2.63], [-5.86, -2.46, 3.51], [-5.69, -2.41, 4.87], [-4.47, -1.94, 5.38], [-3.46, -1.53, 4.53], [-3.61, -1.57, 3.13], [2.68, 2.64, 1.05], [2.62, 1.57, -0.39], [3.83, 1.25, 0.86], [3.69, 1.58, 3.03], [3.48, 1.34, 5.47], [1.45, 0.28, 6.44], [-0.36, -0.49, 4.93], [-4.20, -1.74, -0.72], [-5.98, -2.47, 0.83], [-6.79, -2.83, 3.08], [-6.48, -2.74, 5.54], [-4.31, -1.89, 6.45], [-2.53, -1.17, 4.94], [-0.56, 2.20, -0.17], [-0.18, 1.27, -1.91], [0.56, -0.19, -1.66], [1.92, -1.00, -2.26], [3.76, -0.83, -1.55], [1.47, -2.78, -2.36], [2.39, -3.70, -2.85], [2.04, -5.04, -2.99], [0.76, -5.46, -2.63], [-0.15, -4.55, -2.13], [0.20, -3.21, -1.99], [2.03, -0.64, -4.07], [3.01, 0.21, -4.57], [3.09, 0.49, -5.93], [2.18, -0.08, -6.81], [1.19, -0.92, -6.33], [1.12, -1.20, -4.97], [0.61, 2.44, -3.09], [1.48, 3.42, -2.62], [2.14, 4.27, -3.50], [1.92, 4.17, -4.86], [1.05, 3.20, -5.35], [0.40, 2.35, -4.47], [-1.82, 1.06, -2.74], [-2.80, 2.04, -2.70], [-4.01, 1.85, -3.35], [-4.26, 0.67, -4.03], [-3.29, -0.32, -4.07], [-2.07, -0.12, -3.42], [3.39, -3.37, -3.09], [2.76, -5.75, -3.37], [0.49, -6.51, -2.73], [-1.13, -4.88, -1.81], [-0.49, -2.49, -1.57], [3.73, 0.62, -3.87], [3.85, 1.16, -6.30], [2.25, 0.14, -7.87], [0.48, -1.38, -7.01], [0.35, -1.86, -4.60], [1.63, 3.51, -1.55], [2.81, 5.03, -3.11], [2.43, 4.83, -5.55], [0.88, 3.10, -6.41], [-0.28, 1.59, -4.85], [-2.61, 2.95, -2.14], [-4.77, 2.62, -3.30], [-5.21, 0.52, -4.52], [-3.48, -1.25, -4.58], [-1.31, -0.90, -3.41], [1.18, -4.47, 1.33], [0.53, -3.16, 1.45], [0.82, -2.10, 0.47]], "homo_energy_ev": [-1.54, -1.51], "spin_multiplicity": 2, "lumo_energy_ev": [4.36, 4.36], "total_charge": -2, "orbital_gap_ev": [5.8984, 5.8655], "relative_energy_kj_mol": 0.0}


No. 4
{"formula": "C2H5N2O2", "method": "ωB97M-V with the def2-TZVPD basis set", "species": ["C", "C", "N", "N", "O", "O", "H", "H", "H", "H", "H"], "xyz": [[-1.23, -1.04, -1.49], [0.28, 0.71, -0.43], [-0.30, 0.21, -1.45], [0.36, 0.08, 0.83], [-0.42, 0.76, -2.58], [-1.34, -1.77, -0.53], [-1.75, -1.00, -2.55], [0.65, 1.74, -0.58], [1.31, -0.30, 1.17], [-0.27, -0.84, 0.95], [0.24, 0.87, 1.44]], "homo_energy_ev": [-14.47, -14.47], "spin_multiplicity": 1, "lumo_energy_ev": [-5.33, -5.33], "total_charge": 1, "orbital_gap_ev": [9.1372, 9.1378], "relative_energy_kj_mol": 305.7}